DFT (ωB97M-V/def2-TZVPD) results for 2 unconnected molecules or ions with the total composition C2H2BrN3.

The geometry in XYZ format:
```
8
Properties=species:S:1:pos:R:3:forces:R:3
N 2.07459 -0.31143 0.43758 -0.718 0.432 0.277
C 0.95413 -0.32059 0.74547 3.470 0.050 -1.235
N -0.23277 -0.62935 1.06033 -4.287 -0.225 1.194
C -1.41546 -0.28233 1.00534 3.268 -0.745 -0.346
N -2.57565 -0.04626 1.05816 -2.256 -0.044 -0.763
H -3.21693 -0.38054 0.31394 0.521 0.477 0.871
Br 2.11311 1.64695 -2.47444 -0.202 1.231 -0.408
H 2.29898 0.32354 -2.14639 0.203 -1.176 0.411
```
Positions in Å, forces in eV/Å.

Computed properties:
LUMO	0.3	eV
energy above the lowest of the compared OMol25 structures with the same formula, charge and spin	104.7	kJ/mol
Kohn-Sham gap	10.720	eV
structure (SMILES)	N#CN=C=N.Br
E	-76617.42925	eV

How positive or negative is each atom? The Löwdin charges in e answer that:
1. N 0.137
2. C -0.356
3. N 0.151
4. C -0.217
5. N 0.190
6. H 0.121
7. Br 0.321
8. H -0.346



DFT (ωB97M-V/def2-TZVPD) results for 2 unconnected molecules or ions with the total composition C4H4N2O3S.

The geometry in XYZ format:
```
14
Properties=species:S:1:pos:R:3:forces:R:3
O 0.01833 1.10147 0.32305 -0.268 1.072 0.225
S -0.54354 -0.35545 -0.29605 -1.469 0.695 -0.560
C 0.70703 -1.38933 0.26236 -0.037 0.772 0.536
C 1.74437 -0.97609 1.00499 1.018 -3.522 0.827
C 2.46130 -2.27579 1.23642 -2.102 3.662 -1.803
N 1.91188 -3.18568 0.55877 -0.708 -2.914 -0.595
O 0.71186 -2.71626 -0.01812 1.047 1.459 0.370
H -0.64379 1.86588 0.42787 0.766 -2.356 -0.338
H 1.86773 -0.14147 1.60831 0.181 1.613 0.307
H 3.42583 -2.39612 1.59052 1.502 -0.477 1.075
N -2.85039 3.03486 -2.26566 0.103 1.559 -0.235
C -2.97189 2.55807 -1.18914 -0.488 0.225 -1.263
O -3.23410 2.23354 -0.12978 -0.099 -1.009 3.101
H -2.60462 2.64239 -3.11354 0.557 -0.780 -1.648
```
Positions in Å, forces in eV/Å.

Computed properties:
LUMO	0.1	eV
energy above the lowest of the compared OMol25 structures with the same formula, charge and spin	252.4	kJ/mol
Kohn-Sham gap	8.721	eV
structure (SMILES)	OSc1ccno1.N=C=O
E	-24167.38210	eV

Löwdin atomic charge list, values in e, 8 entries:
1. O -0.460
2. S 0.981
3. C -0.650
4. C -0.041
5. C -0.112
6. N 0.056
7. O -0.037
8. H 0.085



DFT (ωB97M-V/def2-TZVPD) results for C13H16N2O4S in the gas phase.

The geometry in XYZ format:
```
36
Properties=species:S:1:pos:R:3:forces:R:3
C 2.04435 -1.18987 -3.76670 -0.045 0.102 -0.071
O 2.13361 -1.94212 -2.57625 0.031 0.129 0.120
C 1.22720 -3.00680 -2.48033 -0.229 -0.181 0.143
C -0.23054 -2.57920 -2.22796 0.334 -0.236 -0.607
N -0.32481 -1.73141 -1.05365 0.005 0.060 0.196
C -0.28048 -2.31935 0.17846 -0.092 -0.223 0.473
S -0.26505 -3.95218 0.41008 0.005 -0.558 0.191
N -0.27710 -1.50739 1.26727 0.042 -0.025 -0.031
C -0.29606 -0.13711 1.20094 -0.047 0.712 -0.526
C -0.25977 0.65994 2.33583 -0.003 0.190 -0.053
C -0.28647 2.04776 2.25144 -0.002 -0.322 -0.069
O -0.24452 2.66400 3.45240 -0.008 -0.369 -0.232
C -0.25268 4.07073 3.58260 0.002 0.560 0.187
C -0.35421 2.66030 0.97196 -0.010 0.026 -0.181
O -0.38070 4.02681 0.91108 0.019 -0.240 0.316
C -0.44138 4.64097 -0.35490 -0.010 0.103 -0.159
C -0.39195 1.85479 -0.14951 0.009 0.012 0.181
C -0.36364 0.46303 -0.05722 0.025 0.013 0.458
C -0.40430 -0.35362 -1.26414 -0.072 0.252 -0.029
O -0.51400 0.09849 -2.38678 -0.002 0.132 0.089
H 1.14138 -0.57223 -3.79099 0.079 -0.066 -0.041
H 2.91937 -0.54262 -3.77977 -0.018 0.017 -0.095
H 2.06242 -1.84474 -4.64577 0.041 -0.005 -0.010
H 1.24832 -3.62479 -3.39013 -0.005 0.022 0.052
H 1.57634 -3.60664 -1.63604 -0.115 -0.004 -0.175
H -0.83883 -3.47248 -2.07403 0.049 0.150 -0.037
H -0.61634 -2.00195 -3.06937 0.023 -0.099 0.147
H -0.24257 -1.97042 2.16604 -0.009 -0.041 -0.260
H -0.20857 0.21875 3.31841 0.007 -0.039 0.153
H -1.16667 4.50810 3.17782 0.089 -0.038 0.049
H -0.20643 4.25140 4.65625 -0.003 -0.001 -0.084
H 0.61282 4.52556 3.09832 -0.081 -0.039 0.055
H 0.43131 4.39067 -0.96513 -0.031 -0.010 0.006
H -0.44806 5.71135 -0.15486 -0.002 -0.065 -0.082
H -1.35404 4.36605 -0.89171 0.033 -0.009 0.003
H -0.44445 2.27054 -1.14215 -0.008 0.093 -0.077
```
Positions in Å, forces in eV/Å.

Computed properties:
LUMO	0.4	eV
energy above the lowest of the compared OMol25 structures with the same formula, charge and spin	58.0	kJ/mol
Kohn-Sham gap	8.417	eV
structure (SMILES)	COCCn1c(=S)[nH]c2cc(OC)c(OC)cc2c1=O
E	-35745.91371	eV

Löwdin atomic charge list, values in e, 8 entries:
1. C -0.102
2. O -0.178
3. C -0.218
4. C -0.147
5. N 0.009
6. C -0.769
7. S 0.688
8. N 0.086



DFT (ωB97M-V/def2-TZVPD) results for C4H5N3O in the gas phase.

The geometry in XYZ format:
```
13
Properties=species:S:1:pos:R:3:forces:R:3
N 2.31571 -0.04709 -0.04298 0.768 -0.531 0.640
N 0.93020 -0.08013 -0.01860 -0.572 0.095 -0.112
C 0.26216 1.11051 -0.01632 0.035 -0.434 0.275
C -1.08704 1.15490 0.01199 -0.489 -0.105 -0.079
C -1.84204 -0.09611 -0.01546 0.393 0.685 0.087
O -3.05838 -0.18052 -0.04220 -0.109 -0.101 -0.008
C -0.97212 -1.27636 0.01442 0.084 -0.464 -0.104
N 0.32321 -1.27886 0.01229 -0.195 0.459 -0.064
H 2.66295 -0.49068 0.82082 -0.215 0.331 -0.489
H 2.65338 -0.62651 -0.80765 -0.174 0.113 -0.036
H 0.91631 1.96604 0.02354 -0.012 0.103 -0.126
H -1.64221 2.09365 0.04447 0.310 -0.268 -0.043
H -1.46213 -2.24885 0.01566 0.176 0.117 0.059
```
Positions in Å, forces in eV/Å.

Computed properties:
LUMO	0.6	eV
energy above the lowest of the compared OMol25 structures with the same formula, charge and spin	251.1	kJ/mol
Kohn-Sham gap	9.558	eV
structure (SMILES)	Nn1ccc(=O)cn1
E	-10745.01255	eV

Löwdin atomic charge list, values in e, 8 entries:
1. N 0.075
2. N -0.249
3. C -0.044
4. C 0.012
5. C -0.446
6. O 0.032
7. C -0.046
8. N 0.113



DFT (ωB97M-V/def2-TZVPD) results for a molecular structure, C4H10Cl13O3PSi2.

The geometry in XYZ format:
```
33
Properties=species:S:1:pos:R:3:forces:R:3
O -0.85294 -2.67114 1.36776 0.093 -0.179 0.223
Si 0.56038 -2.65239 2.21300 0.280 0.016 0.554
O 0.31079 -2.44225 3.83181 -0.405 0.320 -0.431
Si -0.87956 -1.41476 4.39784 0.222 0.029 0.235
P 1.94920 -1.11044 1.27489 0.337 -0.430 -0.887
O 3.11167 -1.05882 2.44706 -0.079 0.366 0.094
Cl 0.97089 0.69869 1.48590 -0.109 0.080 0.320
H -1.37829 -3.45228 1.58160 -0.166 0.111 -0.262
H 1.29521 -3.92324 2.06795 0.016 -0.016 -0.026
H -1.19016 -0.40136 3.37351 -0.071 -0.032 -0.029
H -2.08424 -2.19668 4.73259 -0.012 -0.005 0.001
H -0.36044 -0.72310 5.59161 -0.009 -0.079 0.050
H 3.07301 -0.24073 2.95917 -0.028 -0.148 0.185
C -1.38505 1.94358 -1.17466 0.029 0.051 0.001
Cl -0.50923 2.27522 -2.66628 -0.086 -0.059 0.143
Cl -1.98078 3.44557 -0.44704 0.258 -0.070 0.042
Cl -2.69390 0.80068 -1.45809 -0.024 0.011 0.019
H -0.69846 1.49380 -0.47119 0.017 -0.006 -0.007
C -6.72659 3.61932 -1.35236 0.032 -0.010 0.019
Cl -7.62633 2.40556 -0.43830 -0.002 0.009 0.004
Cl -5.02146 3.60886 -0.90579 -0.300 0.011 -0.074
Cl -6.92132 3.36701 -3.08811 -0.006 0.008 -0.002
H -7.13848 4.58966 -1.10926 0.000 -0.001 0.000
C 6.53795 -1.81839 1.72070 -0.036 -0.005 0.038
Cl 5.70247 -1.71490 0.17611 -0.008 0.001 -0.067
Cl 6.50035 -3.46591 2.34966 -0.003 -0.002 0.004
Cl 8.19777 -1.23425 1.58653 -0.005 0.007 0.001
H 6.01351 -1.18398 2.42262 -0.017 -0.013 0.000
C 0.60219 0.72124 -6.59179 -0.020 -0.038 0.046
Cl 0.77641 2.16154 -5.58923 0.109 0.063 -0.184
Cl 2.16975 -0.02305 -6.90257 0.002 0.004 -0.008
Cl -0.50594 -0.42816 -5.84470 -0.005 0.002 -0.004
H 0.18166 1.02513 -7.54093 0.000 0.002 0.000
```
Positions in Å, forces in eV/Å.

Computed properties:
LUMO	0.2	eV
Kohn-Sham gap	9.047	eV
E	-198291.85011	eV

Löwdin atomic charge list, values in e, 8 entries:
1. O -0.210
2. Si 0.190
3. O -0.467
4. Si 0.534
5. P 0.408
6. O -0.461
7. Cl 0.190
8. H 0.062



DFT (ωB97M-V/def2-TZVPD) results for C17H18FN3 in the gas phase.

The geometry in XYZ format:
```
39
Properties=species:S:1:pos:R:3:forces:R:3
C 1.55970 2.13186 3.35697 -0.565 1.554 0.321
C 0.09693 1.70694 3.39157 -0.007 -2.363 -1.048
C -0.77897 2.13028 4.37859 3.557 1.437 -1.356
C -2.03504 1.74148 4.43329 -2.826 -1.218 -0.210
F -2.74363 2.23513 5.46541 -0.777 -0.095 -0.143
C -2.56314 0.86699 3.48801 -1.602 -1.628 -0.439
C -1.73443 0.30414 2.52734 0.865 1.059 0.256
C -0.41731 0.73967 2.46113 0.754 0.329 0.465
C 0.36770 0.02520 1.42605 -0.441 -0.211 -0.322
C 1.50653 -0.69269 1.83211 1.321 -0.160 -2.750
C 2.35560 -1.37615 0.91332 -0.418 1.435 0.999
C 1.81264 -1.54546 -0.36084 1.231 -1.238 0.308
N 2.22947 -2.39501 -1.36846 -0.065 0.631 -0.482
N 1.26464 -2.40421 -2.40409 1.107 -0.341 1.599
C 0.26734 -1.66605 -1.98038 0.728 0.037 -0.144
C -0.92072 -1.51496 -2.89666 -0.178 2.084 -0.835
N -0.65138 -0.45573 -3.99340 -1.612 -2.528 1.715
C -0.58279 -0.97490 -5.33558 -1.486 -1.710 1.028
C -0.41748 0.93034 -3.62370 1.402 -1.643 -0.863
C 0.57365 -1.04156 -0.68056 -1.438 -0.015 -1.809
C -0.14108 -0.14828 0.13226 -1.155 -1.098 -0.364
H 2.30071 1.37174 3.63193 -0.452 0.066 0.090
H 1.70153 3.04376 4.04372 -0.081 -1.311 -1.120
H 1.75470 2.40557 2.31083 0.338 0.165 0.337
H -0.41784 2.97515 4.90619 0.018 0.401 1.268
H -3.58486 0.43621 3.40433 0.519 0.951 0.955
H -1.96470 -0.46267 1.77175 -0.719 0.482 0.824
H 1.73935 -0.66619 2.84699 0.697 0.220 1.479
H 3.43074 -1.55575 1.11161 -1.011 -0.539 0.264
H 3.17642 -2.84718 -1.40439 -1.879 0.670 -0.449
H -1.21486 -2.48892 -3.36578 0.491 0.981 0.337
H -1.79415 -1.15034 -2.29876 0.526 -0.310 -0.339
H 0.33893 -1.38484 -5.71039 1.080 0.182 0.098
H -0.95922 -0.26715 -6.02645 -0.367 0.844 -0.862
H -1.26926 -1.89167 -5.37622 0.604 1.271 -0.126
H 0.69859 0.98763 -3.66663 -0.673 1.158 0.888
H -0.82116 1.56444 -4.37876 -0.220 0.569 -0.920
H -0.94269 1.25126 -2.72372 0.545 -0.407 0.363
H -1.22042 0.08193 -0.23863 2.190 0.291 0.983
```
Positions in Å, forces in eV/Å.

Computed properties:
LUMO	0.5	eV
Kohn-Sham gap	8.092	eV
structure (SMILES)	Cc1cc(F)ccc1-c1ccc2[nH]nc(CN(C)C)c2c1
E	-25106.16503	eV

Löwdin atomic charge list, values in e, 8 entries:
1. C -0.039
2. C -0.179
3. C -0.005
4. C -0.296
5. F 0.067
6. C 0.006
7. C -0.034
8. C -0.151